{
  "formula": "C19H17N2O7S6SbTa",
  "method": "wB97M-V/def2-TZVPD",
  "species": ["Ta", "O", "S", "O", "O", "C", "C", "C", "C", "C", "C", "S", "O", "O", "O", "H", "H", "H", "H", "S", "Sb", "S", "S", "S", "N", "C", "O", "C", "C", "C", "N", "C", "C", "H", "H", "H", "H", "H", "H", "C", "C", "C", "C", "C", "C", "C", "H", "H", "H", "H", "H", "H", "H"],
  "positions_angstrom": [[-0.89182, 1.96747, -2.43100], [0.11343, 2.70891, -0.43705], [1.35070, 1.85114, -0.63645], [2.04204, 1.12967, 0.40348], [0.75890, 0.85883, -1.81962], [2.65581, 3.05848, -1.33611], [3.70365, 3.18889, -0.48186], [4.65965, 4.16106, -0.83992], [4.49108, 5.08532, -1.91432], [3.39131, 4.85617, -2.73947], [2.64219, 3.70548, -2.59514], [1.60882, 3.17407, -3.90058], [1.91361, 1.77638, -4.25621], [1.49358, 4.33686, -4.80661], [0.17072, 3.30794, -3.15478], [3.82506, 2.53513, 0.35299], [5.56177, 4.13742, -0.26444], [5.11925, 5.88802, -2.06032], [3.07760, 5.42763, -3.62107], [-3.05008, -2.54349, -1.56622], [-1.22317, -2.02663, -2.91494], [-2.92941, 1.94725, -1.11559], [-1.69247, 0.55327, -4.01827], [-2.14748, -2.60152, -4.91957], [-0.42140, -7.27000, 1.81434], [0.82294, -6.71947, 1.45659], [1.85529, -7.35648, 1.44890], [0.65243, -5.23384, 1.16576], [1.67136, -4.34293, 1.54075], [1.58406, -2.97517, 1.35709], [0.42912, -2.36900, 0.87648], [-0.54948, -3.20683, 0.58664], [-0.48934, -4.59979, 0.63759], [-0.42531, -8.27352, 1.62029], [-1.24694, -6.73513, 1.65074], [2.59501, -4.76104, 1.84323], [2.36128, -2.26032, 1.63116], [-1.44968, -2.71857, 0.18779], [-1.32751, -5.11522, 0.17850], [-2.29939, 0.69023, 0.06342], [-2.79396, 1.01566, 1.48755], [-3.94606, 1.76631, 1.71015], [-4.39630, 1.95101, 2.98179], [-3.76871, 1.36832, 4.06282], [-2.55245, 0.76622, 3.94862], [-2.05014, 0.60308, 2.62168], [-2.67058, -0.31971, -0.33011], [-1.19971, 0.75450, 0.20162], [-4.43184, 2.17009, 0.83205], [-5.20587, 2.69064, 3.20400], [-4.22109, 1.53218, 5.05440], [-2.10238, 0.27739, 4.78470], [-1.06810, 0.18768, 2.45453]],
  "forces_ev_per_a": [[-2.7, -5.4, 0.1], [2.1, -1.2, 0.5], [-0.9, -0.6, -2.4], [-1.3, 0.9, -0.8], [0.9, 2.3, 2.2], [-1.4, -2.1, -0.8], [1.0, 1.6, -1.0], [0.0, 0.5, -0.6], [-2.0, -3.0, 1.8], [0.1, -0.3, -1.3], [-0.7, -0.3, 2.1], [-1.7, 1.2, -2.0], [-0.7, 3.6, 0.6], [1.1, -2.8, 0.8], [2.0, 1.1, -1.3], [0.0, -0.1, 0.5], [0.4, 0.5, 0.3], [1.4, 1.5, -0.3], [0.8, 0.1, 0.3], [0.3, 0.3, 0.1], [-1.1, -1.2, -0.1], [0.6, 0.7, -0.6], [1.3, 2.9, 1.3], [0.6, -0.2, -0.1], [2.1, -1.0, -0.5], [-1.8, 0.4, 0.1], [-0.4, 0.5, -0.1], [-0.1, 1.4, 0.0], [0.1, 0.0, -0.6], [-2.1, 0.9, -0.5], [2.0, -1.1, 1.3], [-0.5, 0.7, -0.6], [0.6, -0.8, 0.3], [-0.4, 0.5, 0.4], [-0.3, 0.1, -0.2], [0.8, -0.4, 0.6], [0.0, -0.5, -0.1], [0.2, -0.5, 0.2], [0.0, -0.2, 0.3], [0.0, -0.3, 1.0], [0.6, -0.3, 0.6], [0.4, -0.5, -0.9], [-1.3, 1.5, 0.7], [-0.7, 0.9, 1.6], [0.2, -0.9, -2.5], [-0.6, 0.3, 0.0], [0.7, 1.1, 0.6], [-0.5, -0.5, -0.6], [-0.3, 0.2, 0.3], [0.4, -1.0, -0.4], [0.3, -0.2, -0.5], [0.6, 0.1, 0.4], [0.1, -0.4, 0.0]],
  "mulliken_charge": [0.717, -0.513, 1.393, -0.510, -0.406, -0.013, -0.708, -0.370, -0.741, -0.398, -0.151, 1.364, -0.492, -0.691, -0.383, 0.572, 0.389, 0.500, 0.520, -0.660, 0.454, -0.311, -0.220, -0.643, -0.456, 0.333, -0.591, 0.749, -0.638, -0.375, -0.203, -0.381, -0.746, 0.253, 0.253, 0.425, 0.400, 0.431, 0.487, 0.895, 0.349, -0.399, -0.610, -0.233, -0.848, -0.323, 0.005, -0.181, 0.328, 0.278, 0.305, 0.386, 0.409],
  "total_charge": -1,
  "lumo_ev": 0.6334,
  "gap_ev": 4.40,
  "energy_ev": -110394.1561,
  "de_lowest_ev": 3.645,
  "spin_multiplicity": 1
}

{
  "formula": "C13H30MnN9OS",
  "method": "wB97M-V/def2-TZVPD",
  "species": ["Mn", "N", "C", "C", "N", "C", "C", "N", "C", "C", "N", "H", "H", "H", "H", "H", "H", "H", "H", "H", "H", "H", "H", "H", "H", "H", "H", "H", "H", "C", "N", "C", "N", "S", "H", "H", "H", "H", "H", "H", "N", "C", "N", "C", "N", "C", "C", "C", "O", "H", "H", "H", "H", "H", "H"],
  "positions_angstrom": [[0.24774, 0.06992, -0.26884], [-0.57968, 1.96399, 0.84570], [-1.98663, 1.94645, 1.27883], [-2.81408, 1.29849, 0.19130], [-2.30946, -0.04702, -0.10908], [-2.83317, -0.50196, -1.40446], [-2.01143, -1.65011, -1.95431], [-0.60310, -1.23857, -2.03000], [-2.61895, -0.99580, 0.97407], [-1.40628, -1.31301, 1.83812], [-0.27786, -1.69974, 0.97498], [0.03076, 2.15781, 1.63029], [-0.44428, 2.71873, 0.18018], [-2.37848, 2.94646, 1.47897], [-2.05626, 1.38473, 2.21025], [-2.74338, 1.90141, -0.71597], [-3.87308, 1.28157, 0.47885], [-2.77096, 0.33515, -2.10360], [-3.89138, -0.78468, -1.33944], [-2.41936, -1.93979, -2.92575], [-2.07914, -2.52884, -1.30979], [-0.46659, -0.62139, -2.82485], [0.01409, -2.03014, -2.17170], [-2.98608, -1.92773, 0.53839], [-3.42520, -0.61671, 1.61069], [-1.67776, -2.09184, 2.55708], [-1.08782, -0.43729, 2.40212], [-0.51446, -2.52933, 0.44038], [0.53359, -1.93420, 1.53672], [3.65916, 0.95386, -3.99698], [2.90244, 0.29581, -2.94662], [3.31627, -0.76368, -2.26446], [4.50918, -1.29813, -2.55738], [2.36585, -1.48576, -1.04100], [2.98063, 1.58714, -4.56201], [4.07570, 0.22112, -4.68795], [4.46352, 1.57679, -3.59872], [2.09828, 0.78258, -2.55376], [5.12678, -0.90395, -3.24477], [4.78999, -2.13112, -2.07178], [-3.40306, 2.81077, -3.27516], [-2.25507, 2.85526, -3.14374], [-0.94868, 2.91574, -3.00323], [-0.21163, 2.13991, -2.35134], [0.54856, 1.44630, -1.77142], [3.48613, -0.80273, 2.37655], [2.48894, 0.31324, 2.34037], [2.61268, 1.37810, 3.39326], [1.58154, 0.35480, 1.52384], [4.49556, -0.39154, 2.32322], [3.32829, -1.49942, 1.55876], [3.40929, -1.31410, 3.34010], [3.65249, 1.56207, 3.65700], [2.10469, 1.02455, 4.29490], [2.13802, 2.30204, 3.07044]],
  "forces_ev_per_a": [[0.1, -1.9, -0.2], [-0.2, -0.1, -0.1], [0.0, 0.1, 0.0], [0.0, 0.0, 0.0], [-0.2, 0.2, 0.0], [0.1, 0.0, 0.0], [0.0, 0.0, 0.0], [-0.1, 0.6, 0.2], [0.1, 0.0, 0.0], [-0.1, -0.1, 0.0], [0.2, 0.6, -0.1], [0.1, 0.0, 0.0], [0.1, 0.0, 0.0], [0.0, 0.0, 0.0], [0.0, 0.0, 0.0], [0.0, 0.0, 0.0], [0.0, 0.0, 0.0], [-0.1, 0.0, 0.0], [0.0, 0.0, 0.0], [0.0, 0.0, 0.0], [0.0, 0.0, 0.0], [0.0, 0.0, 0.0], [0.1, 0.0, 0.0], [0.0, 0.0, 0.0], [0.0, 0.0, 0.0], [0.0, 0.0, 0.0], [0.0, 0.0, 0.0], [0.0, 0.0, -0.1], [0.0, 0.0, 0.0], [0.0, 0.0, 0.0], [0.2, 0.0, 0.2], [0.0, 0.1, -0.2], [-0.1, -0.1, 0.0], [-0.3, 0.3, 0.3], [0.0, 0.0, 0.0], [0.0, 0.0, 0.0], [0.0, 0.0, 0.0], [-0.2, -0.1, -0.1], [0.0, 0.0, 0.0], [0.0, 0.0, 0.0], [0.0, 0.0, 0.0], [-0.1, -0.3, 0.0], [0.2, 0.7, -0.2], [0.1, -0.4, 0.1], [-0.2, 0.3, 0.0], [0.0, 0.0, 0.0], [0.0, 0.0, -0.1], [0.0, 0.0, 0.0], [0.0, 0.2, 0.0], [0.0, 0.0, 0.0], [0.0, 0.0, 0.0], [0.0, 0.0, 0.0], [0.0, 0.0, 0.0], [0.0, 0.0, 0.0], [0.0, 0.0, 0.0]],
  "mulliken_spin": [0.989, 0.020, 0.004, -0.005, 0.037, -0.006, 0.005, -0.006, -0.003, -0.001, -0.009, 0.000, 0.001, 0.001, -0.001, -0.004, 0.001, -0.002, 0.000, 0.000, -0.002, 0.002, 0.000, -0.001, -0.001, 0.000, -0.001, 0.000, 0.001, 0.000, 0.000, -0.001, 0.000, -0.013, 0.000, 0.000, 0.000, 0.000, 0.000, 0.000, 0.000, 0.000, 0.000, -0.005, -0.003, 0.000, -0.003, 0.000, 0.003, 0.000, 0.000, 0.000, 0.000, 0.000, 0.000],
  "total_charge": 1,
  "lumo_ev": [-2.1868, -2.1839],
  "gap_ev": [8.97, 8.76],
  "energy_ev": -71576.7797,
  "de_lowest_ev": 1.540,
  "spin_multiplicity": 2
}

{
  "formula": "C20H31Br2F14NO3SSi2",
  "method": "wB97M-V/def2-TZVPD",
  "species": ["C", "C", "Br", "C", "Br", "Si", "C", "C", "C", "F", "F", "C", "F", "F", "C", "F", "F", "C", "F", "F", "F", "O", "Si", "N", "C", "S", "C", "F", "F", "C", "F", "F", "F", "H", "H", "H", "H", "H", "H", "H", "H", "H", "H", "H", "C", "C", "O", "C", "C", "H", "H", "H", "H", "H", "H", "H", "H", "H", "H", "C", "C", "O", "C", "C", "H", "H", "H", "H", "H", "H", "H", "H", "H", "H"],
  "positions_angstrom": [[-0.24915, -0.59988, -1.63918], [-1.85331, -0.61703, -1.29550], [-2.68326, 0.64468, -2.67700], [-2.61423, -2.03898, -1.53643], [-4.60445, -1.58122, -1.49912], [-2.13752, -3.50594, -0.40635], [-3.58416, -4.03518, 0.78794], [-3.50422, -3.43335, 2.29954], [-4.58759, -2.26767, 2.68101], [-5.60171, -1.96895, 1.64456], [-5.37206, -2.74426, 3.88269], [-3.94252, -0.82540, 3.13252], [-2.71248, -0.96097, 3.99738], [-3.64397, -0.09390, 1.84452], [-4.95469, 0.15662, 3.97117], [-4.74764, -0.06045, 5.45188], [-6.39242, -0.00101, 3.66724], [-4.62341, 1.78084, 3.74440], [-3.17699, 2.09268, 3.81253], [-5.27961, 2.26612, 2.47273], [-5.36024, 2.51006, 4.84358], [-1.99950, -4.90441, -1.53482], [-3.51698, -5.27842, -2.30105], [-3.91171, -7.01416, -1.85657], [-2.84689, -7.83521, -2.14892], [-1.51379, -8.80140, -2.64778], [-0.39867, -3.48236, 0.38068], [0.66978, -3.47898, -0.68881], [-0.22483, -4.82434, 1.05639], [-0.01929, -2.35689, 1.45907], [0.11669, -3.04193, 2.80037], [1.38511, -1.88853, 1.15278], [-0.94643, -1.23804, 1.66788], [0.02340, -1.57107, -2.26167], [-0.02424, 0.30642, -2.38404], [0.44142, -0.41883, -0.71191], [-2.13148, -0.08469, -0.26368], [-2.41388, -2.32536, -2.67890], [-4.66189, -3.90288, 0.29893], [-3.46024, -5.21968, 0.88902], [-2.43243, -3.08533, 2.61119], [-3.74882, -4.34903, 3.02921], [-3.33937, -5.26783, -3.75577], [-4.66604, -4.49587, -1.86837], [3.02276, 3.90055, 0.00824], [1.66638, 4.40838, 0.46544], [0.66764, 3.39235, 0.50769], [0.89951, 2.31035, 1.40573], [0.97743, 2.74077, 2.85972], [2.93316, 3.34550, -0.93029], [3.71464, 4.73586, -0.13837], [3.46654, 3.22625, 0.74607], [1.31477, 5.15720, -0.25240], [1.73711, 4.91444, 1.43292], [1.79332, 1.75252, 1.10869], [0.05221, 1.62547, 1.28958], [1.86952, 3.34446, 3.04942], [1.01889, 1.86715, 3.51626], [0.10821, 3.34845, 3.13088], [7.16613, 2.16206, -1.89384], [6.68376, 2.05287, -3.32984], [5.41628, 2.66717, -3.54830], [5.34173, 4.07096, -3.31426], [6.24918, 4.88181, -4.22226], [6.39510, 1.81774, -1.19820], [8.06976, 1.56222, -1.74697], [7.40636, 3.19593, -1.63042], [6.55955, 0.99284, -3.57590], [7.42569, 2.44946, -4.02939], [5.53463, 4.29298, -2.25983], [4.30345, 4.36188, -3.50875], [7.30386, 4.70320, -3.99421], [6.05697, 5.95142, -4.09994], [6.09121, 4.60974, -5.27077]],
  "forces_ev_per_a": [[0.1, 0.4, -1.1], [0.1, 0.8, 0.1], [0.7, -0.3, 0.6], [0.8, 2.1, -1.6], [1.2, -1.0, 0.4], [-2.1, -2.9, -2.2], [-0.5, -1.0, 0.7], [-0.6, -0.9, 0.9], [-1.6, -0.5, 0.7], [3.1, -0.9, 3.0], [2.2, 1.5, -3.3], [0.8, 0.9, -0.4], [-3.9, 0.3, -3.3], [-0.4, -2.2, 4.0], [-1.3, 0.9, 2.2], [-0.8, 0.4, -4.9], [4.9, 0.2, 0.9], [-1.3, 2.2, 0.3], [-5.4, -1.0, -0.4], [2.9, -1.7, 4.4], [2.9, -2.4, -3.8], [-2.3, 2.4, 1.1], [1.8, -1.8, 0.6], [7.4, -4.4, -2.0], [-2.8, 2.7, 0.1], [-4.3, 2.9, 1.8], [3.3, -2.2, -0.2], [-3.2, 0.1, 3.1], [-0.6, 3.8, -1.8], [3.2, 0.4, 3.3], [-0.7, 2.6, -4.3], [-5.1, -0.9, 1.2], [3.2, -3.8, -1.1], [-0.4, 1.9, 1.6], [-0.6, -2.0, 1.8], [-1.4, -0.7, -1.7], [0.7, -1.5, -2.3], [-0.4, 0.5, 2.5], [2.5, 0.1, 1.1], [-0.1, 2.5, -0.2], [-2.1, -0.4, -0.6], [0.4, 2.3, -1.5], [0.1, 0.2, 0.0], [0.0, 0.1, 0.2], [0.1, -0.2, 0.1], [0.0, -0.1, -0.2], [-0.1, -0.1, 0.0], [-0.1, 0.2, 0.0], [0.2, 0.2, 0.1], [0.0, 0.1, 0.0], [-0.1, -0.1, 0.0], [0.0, 0.1, 0.0], [-0.2, -0.2, 0.1], [0.1, 0.0, 0.1], [0.1, 0.0, 0.1], [0.0, 0.2, -0.2], [0.0, -0.1, 0.0], [0.0, 0.1, -0.1], [0.0, -0.1, -0.1], [0.1, 0.2, 0.1], [-0.2, -0.1, 0.1], [-0.1, 0.0, 0.0], [-0.1, -0.1, -0.2], [0.3, -0.1, 0.0], [0.1, 0.0, -0.1], [-0.1, 0.1, 0.0], [0.1, -0.1, 0.0], [-0.2, 0.2, -0.1], [0.1, 0.1, 0.0], [0.1, 0.0, 0.0], [0.1, -0.3, 0.0], [-0.1, 0.1, 0.0], [0.0, -0.1, 0.0], [-0.1, 0.1, 0.1]],
  "mulliken_charge": [-0.682, -0.034, -0.117, -0.366, -0.057, -0.108, -0.386, -0.840, 0.956, -0.275, -0.338, 0.482, -0.302, -0.254, 0.545, -0.281, -0.248, 0.622, -0.197, -0.224, -0.251, -0.441, 0.458, -0.383, 0.297, -0.160, 0.849, -0.267, -0.290, 0.499, -0.286, -0.275, -0.072, 0.196, 0.429, 0.056, 0.158, 0.572, 0.364, 0.368, 0.199, 0.335, -0.138, -0.133, -0.937, -0.486, -0.411, 0.357, -1.329, 0.280, 0.422, 0.271, 0.330, 0.328, 0.233, -0.139, 0.333, 0.401, 0.363, -1.004, -0.286, -0.420, -0.082, -1.226, 0.251, 0.381, 0.266, 0.312, 0.301, 0.172, 0.350, 0.269, 0.413, 0.306],
  "total_charge": 0,
  "lumo_ev": -0.8160,
  "gap_ev": 8.98,
  "energy_ev": -233587.6231,
  "spin_multiplicity": 1
}

Number 1 is which compound? C19H17N2O7S6SbTa